The following is a DFT calculation (ωB97M-V/def2-TZVPD) of a single C17H20ClN3O2 molecule at a distorted geometry.

Calculated values
SMILES   CCN1CCN(c2c(C=O)c(Cl)nc3ccc(OC)cc23)CC1
LUMO   0.00 eV
Energy   -1434.20454 Eh
HOMO-LUMO gap   7.44 eV
HOMO   -0.2737 hartree
ΔE to the lowest compared entry with this formula, charge and spin   1482.2 kJ/mol

ORCA input file:
```
! wB97M-V def2-TZVPD RIJCOSX def2/J DEFGRID3
* xyz 0 1
C -2.521 -0.888 -4.599
C -0.962 -1.839 -4.522
N -0.203 -1.411 -3.341
C 0.477 -0.006 -3.237
C -0.355 0.702 -2.327
N -0.523 0.237 -1.112
C 0.065 0.371 0.075
C 1.567 0.641 0.092
C 2.381 1.492 -1.143
O 1.856 2.241 -1.800
C 2.576 0.348 1.110
Cl 4.099 0.807 1.232
N 1.819 -0.064 2.221
C 0.620 -0.310 2.389
C 0.054 -0.417 3.676
C -1.159 -0.472 3.771
C -2.145 -0.067 2.821
O -3.615 0.024 3.255
C -4.559 0.326 2.195
C -1.780 0.047 1.462
C -0.369 0.197 1.320
C -1.430 -0.949 -1.210
C -0.588 -1.958 -2.058
H -3.048 -1.282 -5.584
H -3.207 -1.257 -3.820
H -2.300 0.084 -4.647
H -1.494 -2.569 -4.380
H -0.560 -1.448 -5.313
H 0.505 0.094 -4.262
H 1.418 -0.210 -2.985
H 0.149 1.738 -2.310
H -1.486 1.076 -2.687
H 3.466 0.975 -1.144
H 0.586 -0.868 4.391
H -1.550 -0.775 4.755
H -4.535 -0.213 1.370
H -5.513 -0.010 2.724
H -4.266 1.294 1.765
H -2.308 0.403 0.816
H -1.409 -1.411 -0.197
H -2.432 -0.429 -1.633
H -1.486 -2.880 -2.225
H 0.298 -2.442 -1.570
*
```